Formula: C6H32N2O7
Source: the Open Molecules 2025 dataset
Level of theory: ωB97M-V with the def2-TZVPD basis set

Summary:
Energy (eV): -24041.8154
Molar mass (g/mol): 244.33
HOMO level (eV): -17.044
LUMO level (eV): -5.27
Gap between HOMO and LUMO (eV): 11.77

ORCA input file:
```
! wB97M-V def2-TZVPD RIJCOSX def2/J DEFGRID3
* xyz 2 1
O 2.034 -2.348 0.947
O 1.172 2.640 1.319
O 0.837 2.733 -1.343
O 0.901 0.382 -2.608
O 3.266 1.526 2.583
O -1.616 2.434 -2.443
O 2.775 -0.880 -1.148
N -1.899 -0.153 -2.373
N 1.090 -0.524 2.726
C -1.008 -1.524 -0.461
C -2.241 -0.716 -0.981
C -0.126 0.164 2.084
C -1.313 -0.808 1.989
C -1.157 -1.933 0.985
C -3.481 -1.559 -1.107
H -2.371 0.723 -2.611
H 2.680 -3.075 1.032
H -0.397 1.033 2.661
H -2.059 -2.648 1.059
H 3.480 -1.139 -1.729
H 1.037 3.501 1.642
H -2.362 0.197 -0.294
H -1.980 3.264 -2.823
H 1.389 3.470 -1.680
H 1.984 2.331 1.749
H -3.862 -1.919 -0.149
H -2.120 -0.843 -3.088
H 1.257 0.535 -3.517
H 0.187 0.509 1.035
H -0.909 0.095 -2.491
H 1.468 -1.310 2.147
H -1.544 -1.274 2.983
H -0.826 -2.432 -1.119
H 0.909 -0.919 3.673
H 2.292 -1.841 0.131
H 1.845 0.169 2.831
H 4.011 1.259 1.982
H -3.339 -2.526 -1.691
H -2.211 -0.205 1.767
H 0.981 1.281 -2.200
H -0.852 2.667 -1.966
H -0.251 -2.599 1.287
H -0.042 -0.935 -0.596
H 0.967 2.647 -0.320
H -4.352 -0.980 -1.532
H 3.657 2.011 3.321
H 2.095 -0.481 -1.661
*
```

Atom charges from the Mulliken analysis, given in e for atoms 1 to 2:
1 O -0.62
2 O -0.72